Entry from OMol25: C46H56N3O4ReSeTe as an isolated structure (wB97M-V/def2-TZVPD).

Results
E (Ha): -4999.27895
E_HOMO (alpha / beta) (eV): -10.108 / -10.105
Frontier orbital gap (alpha / beta) (Eh): 0.2374 / 0.1899
LUMO level (alpha / beta) (eV): -3.647 / -4.937
Net charge: +1
⟨S²⟩: 3.7742
Multiplicity: 4

Geometry (Å):
Re 0.497 -1.085 -1.589
C 2.639 3.894 3.546
C 3.747 3.601 2.525
C 5.058 3.387 3.283
C 3.917 4.810 1.594
C 3.350 2.380 1.697
C 2.194 2.415 0.930
C 1.823 1.300 0.200
Se 0.248 1.363 -0.894
C -1.148 0.935 0.349
C -1.908 1.946 0.903
C -2.950 1.619 1.762
C -3.161 0.265 2.026
C -2.409 -0.777 1.486
C -1.376 -0.416 0.607
O -0.591 -1.342 0.013
C -2.696 -2.241 1.829
C -1.455 -2.873 2.481
C -3.858 -2.376 2.816
C -3.076 -3.009 0.553
C -3.797 2.730 2.381
C -4.943 2.180 3.230
C -4.397 3.592 1.260
C -2.902 3.603 3.272
C 2.578 0.126 0.184
O 2.169 -0.919 -0.575
C 3.755 0.062 0.950
C 4.095 1.201 1.676
C 4.609 -1.208 1.004
C 3.775 -2.364 1.581
C 5.831 -1.040 1.910
C 5.134 -1.546 -0.401
H 2.893 4.781 4.130
H 2.512 3.057 4.235
H 1.680 4.079 3.060
H 5.298 4.287 3.850
H 5.892 3.193 2.605
H 4.987 2.561 3.993
H 4.222 5.686 2.170
H 2.987 5.060 1.081
H 4.682 4.617 0.839
H 1.571 3.301 0.902
H -1.693 2.977 0.650
H -3.967 0.003 2.691
H -1.212 -2.368 3.418
H -0.584 -2.826 1.829
H -1.657 -3.922 2.708
H -3.654 -1.867 3.760
H -4.007 -3.433 3.039
H -4.793 -1.994 2.404
H -2.244 -3.043 -0.147
H -3.932 -2.549 0.054
H -3.351 -4.035 0.804
H -5.612 1.544 2.646
H -5.533 3.009 3.621
H -4.577 1.607 4.084
H -4.999 2.983 0.582
H -3.623 4.096 0.678
H -5.043 4.363 1.685
H -2.472 3.015 4.085
H -3.483 4.417 3.709
H -2.081 4.046 2.704
H 4.997 1.166 2.264
H 3.548 -2.176 2.632
H 4.344 -3.296 1.527
H 2.828 -2.499 1.062
H 5.548 -0.786 2.933
H 6.518 -0.278 1.537
H 6.376 -1.984 1.946
H 4.329 -1.707 -1.116
H 5.745 -2.451 -0.363
H 5.762 -0.736 -0.778
O -6.061 -2.581 -3.624
C -5.148 -3.417 -3.605
O -5.117 -4.657 -3.627
C -3.749 -2.786 -3.312
C -2.652 -3.599 -3.056
C -1.450 -3.031 -2.706
N -1.273 -1.682 -2.650
C -2.315 -0.891 -2.970
C -3.558 -1.416 -3.277
C -2.125 0.582 -3.054
C -3.042 1.435 -2.448
C -2.906 2.799 -2.644
C -1.872 3.260 -3.443
C -0.999 2.332 -3.991
N -1.105 1.019 -3.799
C -0.291 -3.847 -2.308
C -0.248 -5.231 -2.413
C 0.888 -5.904 -2.003
C 1.968 -5.190 -1.496
C 1.871 -3.821 -1.415
N 0.765 -3.169 -1.812
H -2.822 -4.666 -3.113
H -4.404 -0.781 -3.510
H -3.838 1.030 -1.836
H -3.602 3.489 -2.184
H -1.741 4.314 -3.644
H -0.181 2.660 -4.626
H -1.093 -5.771 -2.812
H 0.932 -6.982 -2.079
H 2.870 -5.684 -1.166
H 2.666 -3.203 -1.021
C 1.040 -0.592 -5.479
Te 2.210 -0.728 -3.717
C 2.658 1.339 -3.522
H 0.153 -0.006 -5.255
H 0.768 -1.605 -5.768
H 1.652 -0.142 -6.256
H 3.442 1.591 -4.230
H 3.005 1.514 -2.505
H 1.753 1.909 -3.722

These are the Löwdin partial charges, in e, on atoms 1 to 2:
1 Re 1.334
2 C -0.039